{
  "formula": "C4H11NO2",
  "method": "ωB97M-V/def2-TZVPD",
  "homo_lumo_gap_ev": 10.061,
  "species": ["C", "C", "O", "N", "C", "C", "H", "H", "H", "H", "H", "H", "H", "H", "H", "O", "H", "H"],
  "coordinates": [[-0.565557, 1.518725, 0.568079], [-0.147033, 0.064437, 0.315113], [0.318085, -0.685335, 1.194915], [-0.873431, -0.472478, -0.727762], [-1.139436, -1.990567, -0.707636], [-1.324729, 0.402404, -1.823127], [0.279512, 2.263531, 0.472780], [-1.477616, 1.897327, 0.044321], [-0.927955, 1.466092, 1.672862], [-1.343301, -2.148925, 0.332782], [-0.155657, -2.559395, -0.823951], [-1.987720, -2.282510, -1.372637], [-2.408246, 0.400901, -2.008508], [-0.892282, 1.445569, -1.772840], [-0.787236, -0.014073, -2.677813], [3.357517, 0.854893, 1.127225], [2.748270, 1.265551, 1.745907], [2.721950, 0.246816, 0.789744]],
  "atomic_forces_ev_per_a": [[0.22, 1.11, 2.30], [-3.04, -1.67, 0.75], [0.47, 1.50, -1.37], [0.18, -0.40, 0.17], [1.67, 1.48, -0.15], [1.51, -0.35, -0.80], [-0.98, -0.76, 0.22], [1.10, -0.56, 0.17], [1.05, 0.30, -1.68], [-0.63, -0.39, 0.49], [-1.44, 0.69, -0.58], [1.00, 0.37, 0.45], [0.32, 0.03, 0.29], [-0.78, -1.34, 0.27], [-0.57, 0.09, -0.58], [-0.01, 0.71, 0.43], [0.36, 0.58, 0.55], [-0.45, -1.39, -0.92]],
  "nbo_charge": [-0.733, 0.654, -0.652, -0.430, -0.426, -0.424, 0.236, 0.228, 0.252, 0.228, 0.221, 0.214, 0.203, 0.225, 0.203, -0.929, 0.461, 0.469]
}


{
  "formula": "C48H47N2O6P2Pd",
  "method": "ωB97M-V/def2-TZVPD",
  "charge": 1,
  "homo_lumo_gap_ev": 5.083,
  "species": ["C", "N", "C", "N", "C", "H", "H", "H", "H", "H", "H", "H", "H", "C", "C", "C", "C", "O", "P", "O", "C", "C", "C", "C", "C", "C", "O", "C", "C", "C", "C", "C", "C", "Pd", "P", "O", "C", "C", "C", "C", "C", "C", "O", "C", "C", "C", "C", "C", "C", "O", "C", "C", "C", "C", "C", "C", "C", "C", "C", "C", "C", "C", "C", "C", "C", "C", "C", "H", "H", "H", "H", "H", "H", "H", "H", "H", "H", "H", "H", "H", "H", "H", "H", "H", "H", "H", "H", "H", "H", "H", "H", "H", "H", "H", "H", "H", "H", "H", "H", "H", "H", "H", "H", "H", "H", "H"],
  "coordinates": [[3.220124, -0.974803, -4.986532], [3.555512, 0.437203, -4.989958], [2.498902, 1.416232, -4.800658], [4.793831, 0.885664, -4.892183], [5.836621, 0.166919, -5.161138], [2.369665, -1.130731, -5.671074], [4.076606, -1.575187, -5.318804], [2.911342, -1.310933, -3.977934], [1.647634, 1.163530, -5.447630], [2.148561, 1.435760, -3.756212], [2.890273, 2.408512, -5.054110], [6.808846, 0.605621, -4.916069], [5.799769, -0.809654, -5.672411], [-3.717325, 1.658881, 3.382753], [-4.571103, 1.158444, 2.395962], [-4.303676, -0.072836, 1.787595], [-3.114838, -0.714002, 2.118340], [-2.634337, -1.768959, 1.301204], [-2.027231, -1.625040, -0.199222], [-1.882032, -3.179190, -0.704768], [-2.096530, -4.376973, -0.009579], [-3.009046, -5.282280, -0.553815], [-3.397357, -6.366641, 0.236982], [-2.831492, -6.554755, 1.501758], [-1.837819, -5.688187, 1.970062], [-1.428660, -4.604033, 1.190640], [-3.333286, -1.091844, -1.023002], [-3.853735, -1.596179, -2.216800], [-5.239172, -1.567882, -2.368248], [-5.789834, -2.158168, -3.512457], [-4.959026, -2.769079, -4.457671], [-3.572091, -2.754289, -4.291133], [-3.006223, -2.130187, -3.176746], [-0.097665, -0.384869, -0.393410], [0.915732, 0.442080, 1.503611], [0.188364, 1.580155, 2.432877], [0.580688, 2.193146, 3.646746], [0.455096, 3.573764, 3.739289], [0.979539, 4.216636, 4.865524], [1.603477, 3.471627, 5.870493], [1.688418, 2.082273, 5.764882], [1.094442, 1.426849, 4.684508], [1.373317, -0.726367, 2.547523], [2.683403, -1.194246, 2.747719], [3.127976, -1.264296, 4.063102], [4.500820, -1.410686, 4.281137], [5.372904, -1.546841, 3.198640], [4.876998, -1.565156, 1.891756], [3.504939, -1.444233, 1.656566], [2.341426, 1.161620, 1.154668], [2.651124, 2.524878, 1.194925], [3.767662, 2.861437, 1.952871], [4.008018, 4.215313, 2.184987], [3.181312, 5.181883, 1.607664], [2.113176, 4.809939, 0.784230], [1.846837, 3.457955, 0.550560], [0.165369, 0.974902, -2.074004], [-1.127184, 1.520879, -2.513741], [-1.736402, 2.546393, -1.766220], [-2.929602, 3.117252, -2.202626], [-3.572656, 2.611390, -3.338904], [-3.030377, 1.512076, -4.014846], [-1.795969, 0.989636, -3.632318], [0.652702, -0.310560, -2.457149], [1.754707, -0.808497, -1.734496], [-2.304508, -0.290595, 3.166380], [-2.594335, 0.930041, 3.776642], [-3.934673, 2.616605, 3.858080], [-5.452005, 1.720619, 2.090183], [-4.988134, -0.505971, 1.063424], [-3.394037, -5.122565, -1.560950], [-4.133755, -7.067673, -0.151090], [-3.162840, -7.387870, 2.125748], [-1.365631, -5.840275, 2.939805], [-0.610933, -3.948678, 1.491211], [-5.855090, -1.090197, -1.602018], [-6.872211, -2.127409, -3.656682], [-5.391472, -3.252414, -5.334952], [-2.907388, -3.217498, -5.018367], [-1.924724, -2.045275, -3.070073], [-0.022956, 4.121330, 2.922452], [0.894866, 5.304005, 4.946407], [2.035902, 3.975772, 6.735883], [2.204544, 1.487138, 6.515249], [1.036693, 0.344474, 4.636126], [2.416346, -1.174047, 4.884965], [4.869620, -1.427864, 5.305007], [6.443459, -1.651743, 3.369950], [5.542420, -1.679265, 1.038242], [3.081645, -1.526520, 0.654900], [4.395286, 2.064213, 2.350842], [4.859757, 4.497804, 2.798456], [3.367339, 6.239618, 1.806000], [1.480759, 5.560835, 0.308429], [1.033298, 3.136289, -0.103005], [0.895992, 1.692148, -1.684226], [-1.263545, 2.857349, -0.828457], [-3.361429, 3.950995, -1.646200], [-4.506825, 3.054392, -3.682495], [-3.566356, 1.049119, -4.845269], [-1.351963, 0.146089, -4.167471], [0.174573, -0.867506, -3.260963], [2.518262, -0.108615, -1.392676], [2.008760, -1.867165, -1.746626], [-1.448259, -0.895872, 3.472785], [-1.937899, 1.294891, 4.570674]],
  "atomic_forces_ev_per_a": [[-0.23, 0.17, -0.23], [-0.75, -0.40, -0.69], [0.31, -0.18, 0.24], [1.84, -0.11, 0.39], [-0.74, 0.40, 0.05], [0.33, -0.16, 0.17], [-0.53, 0.17, 0.11], [0.21, 0.03, -0.30], [0.17, 0.14, 0.09], [0.06, 0.10, -0.21], [-0.16, -0.34, 0.01], [-0.44, -0.08, -0.40], [0.08, 0.31, 0.56], [0.07, 0.07, -0.09], [0.06, -0.35, 0.22], [0.18, 0.44, 0.07], [0.55, -0.04, -0.67], [-0.40, -0.50, -0.09], [-1.70, -0.89, 0.06], [0.38, 0.90, 0.47], [-0.33, 0.05, 0.17], [0.15, 0.17, 0.49], [0.39, 0.06, -0.08], [-0.03, 0.08, 0.09], [0.08, -0.02, -0.33], [-0.38, -0.24, -0.15], [0.13, -0.11, -0.03], [0.02, -0.08, 0.49], [0.20, -0.17, -0.30], [0.21, 0.21, 0.13], [-0.02, -0.03, -0.01], [-0.03, 0.30, 0.20], [-0.29, -0.08, -0.45], [1.17, 0.08, -0.75], [0.63, 1.47, 1.51], [-0.15, -0.73, -0.25], [0.26, -0.30, -0.45], [0.19, 0.04, -0.05], [-0.28, -0.20, -0.05], [0.24, 0.04, -0.10], [-0.46, 0.08, -0.11], [0.23, 0.18, 0.02], [-0.13, -0.22, -0.49], [-0.19, 0.56, 0.06], [0.39, 0.12, -0.22], [-0.28, -0.34, -0.14], [-0.02, 0.15, -0.08], [-0.30, -0.30, 0.08], [0.39, 0.02, 0.35], [-0.15, -0.31, -0.30], [-0.18, -0.43, 0.36], [-0.36, 0.40, -0.06], [0.04, -0.24, -0.35], [-0.20, 0.13, 0.05], [0.21, -0.17, -0.09], [0.33, 0.20, 0.26], [0.03, -0.03, -0.38], [-0.03, -0.28, 0.10], [0.18, 0.04, -0.14], [0.04, -0.11, 0.05], [0.27, -0.20, 0.21], [0.25, -0.08, -0.08], [-0.22, 0.03, 0.27], [0.18, -0.17, -0.19], [-0.73, 0.90, 0.16], [0.03, 0.19, -0.20], [-0.28, -0.29, 0.22], [0.07, -0.26, -0.17], [0.14, -0.16, 0.18], [0.31, 0.16, -0.04], [-0.08, 0.07, 0.35], [0.17, 0.12, 0.14], [0.13, 0.28, -0.23], [-0.15, -0.10, -0.24], [-0.38, -0.03, 0.09], [0.21, -0.25, -0.27], [0.37, -0.10, 0.02], [0.10, 0.15, 0.28], [-0.26, 0.10, 0.04], [-0.32, -0.24, 0.10], [0.28, -0.15, 0.31], [0.05, -0.42, 0.02], [-0.10, -0.13, -0.29], [-0.23, 0.20, 0.02], [0.19, 0.33, -0.07], [0.33, 0.08, -0.26], [0.01, -0.03, -0.26], [-0.27, 0.07, -0.03], [-0.04, -0.08, 0.26], [0.17, 0.28, 0.27], [-0.22, 0.25, 0.06], [-0.19, 0.07, -0.11], [-0.05, -0.35, -0.10], [0.25, -0.13, 0.18], [0.15, 0.13, 0.36], [-0.26, -0.28, 0.23], [-0.17, 0.12, -0.39], [0.08, -0.30, -0.17], [0.22, -0.14, 0.12], [0.17, 0.25, 0.18], [-0.29, 0.40, 0.03], [-0.13, -0.18, 0.56], [-0.23, -0.17, 0.24], [-0.06, 0.23, -0.14], [-0.16, 0.26, -0.26], [-0.29, -0.07, -0.25]],
  "lowdin_charge": [-0.049, -0.306, -0.051, -0.039, -0.061, 0.091, 0.066, 0.060, 0.085, 0.053, 0.091, 0.056, 0.055, -0.077, -0.066, -0.015, -0.279, -0.209, 0.796, -0.210, -0.288, -0.003, -0.069, -0.083, -0.068, -0.028, -0.198, -0.301, -0.001, -0.067, -0.085, -0.069, -0.060, 0.504, 0.800, -0.221, -0.287, -0.016, -0.063, -0.080, -0.059, -0.027, -0.221, -0.291, -0.013, -0.061, -0.081, -0.063, -0.032, -0.222, -0.295, 0.006, -0.059, -0.080, -0.073, -0.035, -0.155, -0.221, -0.019, -0.052, -0.044, -0.050, -0.026, -0.278, -0.021, -0.024, -0.075, 0.108, 0.108, 0.113, 0.121, 0.109, 0.108, 0.109, 0.117, 0.122, 0.111, 0.107, 0.110, 0.095, 0.125, 0.113, 0.108, 0.110, 0.091, 0.115, 0.111, 0.108, 0.111, 0.095, 0.128, 0.112, 0.109, 0.112, 0.090, 0.110, 0.113, 0.115, 0.116, 0.119, 0.108, 0.105, 0.084, 0.087, 0.120, 0.108]
}


{
  "formula": "C3H6N4O",
  "method": "ωB97M-V/def2-TZVPD",
  "homo_lumo_gap_ev": 9.130,
  "species": ["H", "N", "C", "C", "N", "O", "N", "N", "C", "H", "H", "H", "H", "H"],
  "coordinates": [[0.945276, -2.031441, -1.709076], [1.250814, -1.279036, -1.077358], [0.260389, -0.455702, -0.851440], [-0.981606, -0.199856, -1.440980], [-1.613467, 0.808027, -0.948181], [-0.842426, 1.382966, 0.049000], [0.403606, 0.621041, 0.152441], [0.762365, 0.464104, 1.546250], [0.484246, -0.892175, 1.965402], [-1.433723, -0.899824, -2.195682], [1.823492, 0.546663, 1.521071], [-0.583213, -0.921676, 2.298787], [1.145293, -1.096374, 2.892872], [0.640878, -1.673631, 1.050078]],
  "atomic_forces_ev_per_a": [[0.19, 0.57, -0.05], [-2.02, 0.72, 0.58], [3.90, 0.30, 2.04], [-2.33, -0.79, -1.21], [0.89, 0.16, 0.56], [0.19, -1.29, -0.58], [-0.82, -0.25, -0.89], [2.06, -0.18, -2.22], [-0.28, -2.14, 0.27], [0.33, 1.22, 0.78], [-1.81, 0.29, -0.02], [0.81, -0.22, -0.26], [-1.04, 0.02, -1.68], [-0.06, 1.58, 2.69]],
  "nbo_charge": [0.349, -0.677, 0.317, -0.110, -0.012, -0.184, -0.032, -0.417, -0.461, 0.229, 0.369, 0.198, 0.215, 0.215]
}


{
  "formula": "C4H5NO2",
  "method": "ωB97M-V/def2-TZVPD",
  "homo_lumo_gap_ev": 10.862,
  "species": ["O", "C", "N", "C", "C", "O", "C", "H", "H", "H", "H", "H"],
  "coordinates": [[0.865894, 2.442397, 0.449943], [0.506016, 1.315937, 0.224951], [1.307471, 0.223713, -0.277671], [0.447537, -0.917026, -0.633592], [-0.925166, -0.564788, -0.130592], [-0.865179, -0.331981, 1.270735], [-0.904986, 0.798506, 0.396206], [1.747748, -0.380775, 0.405499], [0.805227, -1.765005, -0.018053], [0.577672, -1.199501, -1.676391], [-1.799184, -1.078731, -0.505762], [-1.763050, 1.457250, 0.494726]],
  "atomic_forces_ev_per_a": [[0.13, -0.90, -0.17], [0.08, 0.01, 0.14], [-0.21, -0.55, 0.38], [-0.34, -0.64, -0.09], [-0.14, -0.26, -0.32], [-0.14, -0.11, 0.08], [-0.09, 0.14, -0.19], [1.54, 2.09, 0.88], [-0.37, -0.07, -0.55], [-0.52, 0.18, -0.14], [-0.16, 0.16, 0.06], [0.22, -0.05, -0.09]],
  "nbo_charge": [-0.509, 0.663, -0.653, -0.249, 0.040, -0.469, -0.060, 0.406, 0.190, 0.210, 0.209, 0.220]
}


Computed values of relative energy (zero: lowest compared OMol25 entry of this formula, charge and spin) (unit: kJ/mol) for the preceding records, in sequence: 168.9 0.0 553.6 205.7.
Computed values of electronic energy (unit: eV) for the preceding records, in sequence: -9910.492 -87855.542 -11211.039 -9812.183.